--- 1 ---
Formula: C5H6N2S
Source: the OMol25 dataset
Level of theory: ωB97M-V/def2-TZVPD

Calculated values
SMILES string = C=Cn1ccnc1S
HOMO level = -8.22 eV
net charge = 0
HOMO-LUMO gap = 9.0048 eV

Element x y z (Å)
1 C -0.246 2.053 -1.645
2 C 0.614 1.079 -1.424
3 N 0.656 0.149 -0.426
4 C 1.761 -0.649 -0.251
5 C 1.484 -1.573 0.725
6 N 0.178 -1.404 1.145
7 C -0.201 -0.357 0.437
8 S -1.816 0.184 0.728
9 H -0.899 2.720 -0.750
10 H -0.392 2.483 -2.783
11 H 1.344 0.767 -2.230
12 H 2.651 -0.722 -0.893
13 H 2.150 -2.225 1.161
14 H -2.099 -0.500 1.766

Mulliken atomic charge list, values in e, 4 entries: -0.666, 0.259, 0.128, -0.306

***

--- 2 ---
Formula: C5H6N2S
Source: the OMol25 dataset
Level of theory: ωB97M-V/def2-TZVPD

Calculated values
SMILES string = CN/C=C\C(=S)C#N
HOMO level = -8.60 eV
net charge = 0
HOMO-LUMO gap = 7.5952 eV

Element x y z (Å)
1 C -0.113 -2.275 -1.265
2 N -0.210 -0.781 -0.841
3 C 0.586 -0.328 0.102
4 C 0.433 0.864 0.854
5 C -0.611 1.785 0.743
6 S -1.794 1.721 -0.339
7 C -0.255 2.847 1.614
8 N 0.131 3.579 2.516
9 H -0.995 -2.813 -0.924
10 H 0.949 -2.630 -0.889
11 H 0.067 -2.245 -2.400
12 H -1.010 -0.286 -1.083
13 H 1.633 -0.768 0.341
14 H 1.189 1.330 1.572

Mulliken atomic charge list, values in e, 4 entries: -0.732, -0.064, 0.437, -0.828

***

The least stable of them is 2.